{"formula": "C21H18N4O7P", "method": "ωB97M-V/def2-TZVPD", "species": ["P", "O", "O", "O", "O", "O", "O", "O", "N", "N", "N", "N", "C", "C", "C", "C", "C", "C", "C", "C", "C", "C", "C", "C", "C", "C", "C", "C", "C", "C", "C", "C", "C", "H", "H", "H", "H", "H", "H", "H", "H", "H", "H", "H", "H", "H", "H", "H", "H", "H", "H"], "coordinates": [[-0.120, -0.102, -1.448], [2.111, -3.732, 2.297], [-1.403, 0.815, 2.201], [-3.407, -0.899, 0.202], [-1.192, -0.811, -2.209], [2.360, -2.475, 0.393], [-4.228, -1.326, 2.189], [-1.778, 1.570, 0.140], [1.610, -2.784, 1.303], [-3.267, -1.323, 1.364], [-1.008, -3.102, 3.616], [1.177, -3.945, 3.292], [0.822, 3.942, -1.587], [-2.484, 1.783, 4.037], [0.064, 1.660, -1.914], [-0.118, 3.283, -3.714], [1.542, -0.704, -1.940], [-0.309, -0.385, 0.415], [3.960, -0.617, -1.889], [0.351, -2.434, 1.715], [-2.359, 1.854, 2.548], [1.600, -1.785, -2.826], [-0.312, 1.989, -3.224], [4.021, -1.745, -2.712], [2.723, -0.076, -1.523], [-0.717, -1.710, 0.913], [-2.012, -1.808, 1.836], [0.632, 2.647, -1.095], [-2.020, -2.403, 3.089], [0.447, 4.265, -2.894], [0.099, -3.155, 2.918], [-1.243, 0.747, 0.872], [2.838, -2.318, -3.196], [1.264, 4.694, -0.932], [-3.172, 2.560, 4.375], [4.985, -2.188, -2.963], [0.668, -2.211, -3.203], [-0.963, -2.363, 0.046], [0.692, -0.162, 0.839], [-0.768, 1.220, -3.852], [2.677, 0.817, -0.898], [-1.997, 2.838, 2.220], [-1.516, 1.925, 4.526], [2.871, -3.191, -3.846], [-2.879, 0.809, 4.337], [-3.306, 1.618, 2.050], [0.917, 2.420, -0.066], [4.875, -0.163, -1.504], [0.599, 5.275, -3.272], [-2.918, -2.328, 3.711], [-0.409, 3.514, -4.739]], "forces_ev_per_angstrom": [[-0.53, -1.03, -0.58], [0.01, 0.89, -0.84], [0.01, 0.52, -0.67], [0.64, -0.45, 0.98], [0.59, 0.36, 0.16], [-0.11, 0.00, -0.14], [0.75, 0.17, -1.17], [0.91, -1.31, 0.56], [-2.11, -0.33, 2.11], [-0.32, -0.03, 0.87], [-2.20, 0.45, 1.32], [-2.21, 2.14, -1.55], [-0.05, -0.28, 0.06], [-0.16, -0.06, 0.47], [0.06, 0.42, 0.25], [0.10, -0.05, 0.33], [0.09, 0.15, -0.09], [0.86, 3.51, -0.58], [-0.27, 0.12, 0.05], [1.90, -0.98, -0.88], [0.04, -0.27, 0.33], [0.14, -0.07, 0.22], [0.04, -0.06, 0.15], [-0.39, -0.03, 0.07], [0.10, -0.55, -0.14], [-1.82, -3.20, 0.64], [0.07, 0.45, -1.05], [-0.03, 0.09, -0.43], [1.00, -0.53, 0.24], [-0.03, -0.30, 0.01], [3.25, -1.62, 0.01], [-0.53, 1.20, -0.61], [0.09, 0.32, 0.19], [-0.13, -0.14, -0.22], [0.02, -0.02, 0.10], [-0.25, 0.15, 0.03], [0.26, 0.10, 0.21], [0.23, 0.40, 0.12], [-0.38, 0.15, -0.07], [0.14, 0.22, 0.22], [0.08, -0.27, -0.09], [-0.04, -0.36, -0.10], [-0.10, 0.04, -0.06], [0.05, 0.20, 0.10], [0.02, 0.10, -0.01], [0.22, 0.17, 0.03], [-0.08, 0.06, -0.25], [-0.22, -0.13, -0.18], [-0.04, -0.23, 0.09], [0.28, -0.09, -0.47], [0.05, 0.00, 0.26]], "relative_energy_kcal_mol": 0.00, "molar_mass_g_mol": 469.370, "gap_ev": 7.0, "homo_energy_ha": -0.1624, "energy_ha": -1897.9643, "charge": -1}

---

{"formula": "C21H19Cl2N5O2", "method": "ωB97M-V/def2-TZVPD", "species": ["Cl", "Cl", "O", "O", "N", "N", "N", "N", "N", "C", "C", "C", "C", "C", "C", "C", "C", "C", "C", "C", "C", "C", "C", "C", "C", "C", "C", "C", "C", "C", "H", "H", "H", "H", "H", "H", "H", "H", "H", "H", "H", "H", "H", "H", "H", "H", "H", "H", "H"], "coordinates": [[-2.220, 4.105, -0.381], [0.511, 0.293, 2.396], [5.671, 0.620, -2.767], [3.412, 1.096, 1.479], [-3.419, -2.380, -0.653], [3.845, 0.597, -0.607], [-2.369, -0.191, 0.086], [-2.886, -0.279, 2.223], [-5.459, -5.053, -1.724], [-3.027, -1.377, 0.246], [-4.183, -2.709, 3.544], [6.002, -0.217, -1.622], [2.942, 1.058, 0.384], [-0.771, 3.136, -0.067], [-3.370, -1.411, 1.547], [0.296, 3.257, -0.988], [-3.989, -2.517, 2.120], [-4.297, -3.560, 1.219], [-4.771, -4.305, -1.079], [-2.296, 0.482, 1.338], [-4.056, -3.474, -0.139], [5.257, 0.360, -0.370], [1.495, 2.539, -0.734], [3.244, 0.218, -1.930], [4.264, 0.762, -2.977], [-0.679, 2.231, 0.970], [-1.924, 0.353, -1.207], [1.636, 1.718, 0.325], [-1.831, 1.838, 1.721], [0.504, 1.530, 1.201], [4.045, 0.253, -3.850], [-1.739, 1.796, 2.778], [0.236, 4.003, -1.743], [-0.870, 0.147, -1.235], [-4.754, -1.870, 3.963], [5.707, -1.292, -1.655], [-2.147, 1.380, -1.341], [-4.825, -4.395, 1.633], [7.060, -0.200, -1.516], [2.344, 2.828, -1.377], [5.352, -0.364, 0.483], [3.971, 1.791, -3.047], [3.109, -0.870, -1.928], [5.560, 1.376, -0.041], [2.303, 0.685, -2.156], [-3.203, -2.602, 4.161], [-4.683, -3.658, 3.875], [-2.586, 2.508, 1.420], [-2.413, -0.239, -1.980]], "forces_ev_per_angstrom": [[0.63, -0.55, 0.23], [0.34, 0.10, 0.03], [-0.22, -1.06, 1.31], [1.20, -0.02, 3.38], [0.81, 1.28, 0.57], [-5.20, 0.39, -2.08], [0.73, 2.37, -1.04], [-0.39, -0.18, 0.22], [3.40, 3.71, 3.00], [-1.25, -2.58, -2.43], [0.60, 0.30, 3.28], [-2.48, 1.01, 0.50], [3.34, -1.01, 0.16], [1.39, 0.70, -2.05], [0.29, 0.66, 3.53], [-0.08, -0.41, 2.22], [0.57, -1.58, -2.08], [-0.39, 0.42, 1.41], [-2.92, -4.02, -2.79], [-2.11, -3.47, -0.45], [0.59, 3.31, -0.45], [0.22, 0.11, 1.22], [-1.47, 3.02, -1.99], [3.18, -0.38, 0.85], [-0.65, -0.60, 1.34], [1.96, -0.20, 0.07], [-0.09, -1.96, 0.51], [-1.75, -1.43, -0.60], [-1.23, -0.93, -0.58], [1.69, 0.10, -1.69], [-0.47, -0.71, -2.24], [0.19, 0.20, 0.92], [0.00, 0.27, -0.64], [0.67, 0.32, -0.51], [-0.15, -0.15, -0.11], [-0.05, 0.64, -0.78], [-0.26, 0.85, 0.07], [-0.12, -0.49, -0.04], [0.78, 0.30, 0.22], [-0.41, -0.65, 0.36], [0.17, 0.69, -0.56], [0.50, 0.83, -0.32], [0.06, 0.08, -0.39], [0.90, -0.83, -0.11], [-0.32, 0.21, 0.33], [-1.34, -0.37, -1.30], [0.50, 0.83, -0.70], [-1.35, 0.81, 0.23], [0.01, 0.08, -0.03]], "relative_energy_kcal_mol": 70.12, "molar_mass_g_mol": 444.322, "gap_ev": 8.9, "homo_energy_ha": -0.3379, "energy_ha": -2156.2005}

---

{"formula": "C21H19FeNO5", "method": "ωB97M-V/def2-TZVPD", "species": ["Fe", "O", "O", "O", "O", "O", "N", "C", "C", "C", "C", "C", "C", "C", "C", "C", "C", "C", "C", "C", "C", "C", "C", "C", "C", "C", "C", "C", "H", "H", "H", "H", "H", "H", "H", "H", "H", "H", "H", "H", "H", "H", "H", "H", "H", "H", "H"], "coordinates": [[0.882, 0.483, 1.505], [-2.064, -3.247, -1.805], [-0.274, -3.979, -0.668], [2.673, -1.855, 1.121], [0.802, -0.488, 4.254], [2.842, 2.295, 2.600], [-0.731, -4.531, 2.472], [-1.341, -1.335, 0.634], [-6.333, -4.379, 0.897], [-5.786, -4.000, -0.335], [-0.404, 0.938, -0.382], [-2.159, -3.375, 0.628], [-1.378, -4.062, 1.605], [-0.767, 1.450, 1.957], [1.953, -0.945, 1.186], [-4.166, -4.103, 1.950], [-1.534, -3.484, -0.729], [0.713, -0.176, 3.139], [0.365, -3.955, -1.981], [-2.143, 0.779, 2.047], [2.074, 1.638, 2.030], [-4.438, -3.665, -0.426], [-3.592, -3.699, 0.714], [-2.325, -0.705, 1.550], [-0.351, 1.889, 0.641], [-0.485, -0.467, -0.174], [1.787, -4.394, -1.788], [-5.524, -4.411, 2.039], [2.317, -4.322, -2.740], [0.139, -1.015, -0.925], [-6.401, -3.968, -1.235], [-5.942, -4.693, 3.008], [1.835, -5.433, -1.450], [0.005, 2.905, 0.462], [-0.566, 2.151, 2.781], [-7.393, -4.622, 0.972], [-3.337, -0.753, 1.101], [2.300, -3.762, -1.061], [-0.633, -2.050, 1.139], [-2.874, 1.394, 1.484], [-2.381, -1.337, 2.440], [-0.176, -4.641, -2.650], [-0.217, 1.253, -1.410], [-4.009, -3.382, -1.385], [-2.449, 0.838, 3.108], [0.304, -2.935, -2.394], [-3.538, -4.167, 2.841]], "forces_ev_per_angstrom": [[1.27, -1.54, -0.01], [0.47, 0.13, 0.20], [0.56, 0.45, -1.31], [-0.33, 0.70, 0.52], [-0.62, 0.22, -0.65], [0.16, 0.32, -0.01], [-1.29, 0.71, -1.63], [2.91, 1.07, 1.78], [-0.38, 0.07, -0.04], [0.46, -0.04, 0.53], [-0.59, -0.31, -0.83], [-0.75, -3.23, -1.89], [1.07, -0.23, 1.97], [-2.07, 1.64, 0.13], [1.32, -2.18, -1.55], [-0.50, 0.16, -0.08], [-1.38, -0.27, 0.95], [0.70, -0.72, 2.29], [-0.34, 0.04, 0.54], [0.23, 0.00, 0.15], [1.33, 0.95, 0.68], [-0.44, 0.14, -0.04], [0.37, 0.06, -0.02], [-0.86, 0.15, 0.66], [-1.42, 0.78, 0.16], [0.08, 0.15, -2.34], [0.33, -0.08, 0.06], [0.52, 0.05, -0.29], [0.05, -0.02, -0.04], [-0.77, 0.25, 0.20], [0.06, -0.02, 0.21], [0.06, 0.03, -0.26], [0.00, 0.09, 0.05], [-0.03, -0.17, -0.09], [-0.39, -0.04, -0.39], [0.16, 0.02, 0.01], [0.23, -0.02, 0.11], [-0.07, -0.04, 0.00], [-0.59, 1.11, -0.09], [0.35, -0.07, 0.15], [-0.11, -0.11, 0.02], [0.08, 0.29, 0.15], [0.62, 0.12, 0.10], [-0.22, -0.05, 0.41], [-0.05, -0.22, -0.33], [-0.05, -0.40, 0.16], [-0.15, 0.06, -0.28]], "molar_mass_g_mol": 421.230, "gap_ev": [3.0, 5.9], "multiplicity": 5, "homo_energy_ha": [0.0817, -0.0287], "s_squared": 6.13, "energy_ha": -2506.0373, "charge": -2}

---

{"formula": "C21H19GaN3O4S", "method": "ωB97M-V/def2-TZVPD", "species": ["Ga", "S", "O", "O", "O", "O", "N", "N", "N", "C", "C", "C", "C", "C", "C", "C", "C", "C", "C", "C", "C", "C", "C", "C", "C", "C", "C", "C", "C", "C", "H", "H", "H", "H", "H", "H", "H", "H", "H", "H", "H", "H", "H", "H", "H", "H", "H", "H", "H"], "coordinates": [[-0.088, 0.216, -0.286], [-1.478, -2.425, 0.446], [-0.248, -1.548, 0.382], [1.732, 0.430, -0.061], [-2.533, -1.745, -0.438], [-1.275, -3.749, 0.001], [1.514, 2.024, -1.743], [-1.914, 0.607, -0.607], [0.214, 1.606, -1.599], [-2.286, -1.293, 4.203], [-3.426, -2.445, 6.130], [2.233, 1.356, -0.872], [6.402, 2.058, -0.609], [-3.073, -3.540, 3.895], [4.202, 2.827, -1.190], [-0.761, 3.207, -3.162], [-4.240, -0.086, -0.909], [-3.236, 1.554, -2.377], [-2.917, -2.427, 4.718], [-2.065, 1.424, -1.732], [-2.958, -0.233, -0.192], [-4.364, 0.772, -1.925], [5.878, 0.842, -0.191], [-2.624, -3.534, 2.587], [3.677, 1.608, -0.769], [-1.827, -1.263, 2.902], [-2.009, -2.386, 2.098], [5.566, 3.051, -1.103], [4.514, 0.617, -0.261], [-0.820, 2.088, -2.188], [-3.098, -0.219, 0.888], [0.217, 3.224, -3.637], [-3.332, 2.203, -3.232], [-4.480, -2.163, 6.152], [-3.544, -4.432, 4.288], [5.977, 4.000, -1.419], [3.539, 3.588, -1.578], [-1.542, 3.134, -3.915], [-3.343, -3.440, 6.565], [6.533, 0.071, 0.191], [-5.064, -0.695, -0.562], [-5.316, 0.880, -2.427], [-0.895, 4.151, -2.628], [7.468, 2.235, -0.548], [4.092, -0.322, 0.071], [-2.141, -0.429, 4.839], [-2.733, -4.404, 1.954], [-2.881, -1.743, 6.758], [-1.311, -0.383, 2.539]], "forces_ev_per_angstrom": [[0.25, -0.05, -0.25], [0.18, 0.13, -0.27], [-0.19, -0.04, 0.15], [0.05, 0.07, 0.19], [-0.05, -0.28, -0.01], [0.05, -0.02, -0.02], [-0.19, -0.13, 0.22], [-0.32, 0.00, 0.08], [0.13, 0.10, -0.32], [-0.03, 0.00, 0.03], [0.00, 0.00, -0.02], [0.08, 0.01, -0.02], [0.00, -0.01, 0.00], [-0.01, -0.04, -0.03], [0.04, 0.02, -0.07], [-0.01, -0.01, 0.02], [0.07, -0.06, 0.08], [-0.21, -0.08, 0.05], [0.01, 0.03, 0.05], [0.17, -0.01, -0.10], [-0.06, 0.47, 0.05], [0.06, 0.08, -0.13], [-0.01, 0.02, -0.01], [-0.05, 0.08, 0.02], [-0.11, -0.04, -0.03], [0.00, -0.08, -0.02], [0.00, 0.01, 0.11], [-0.02, 0.00, 0.00], [0.02, 0.01, 0.08], [0.00, -0.01, 0.11], [0.09, -0.19, 0.04], [0.01, 0.01, 0.00], [0.01, 0.00, 0.00], [0.00, 0.00, 0.00], [0.01, 0.00, 0.00], [0.00, -0.01, 0.00], [0.01, -0.01, 0.00], [0.00, -0.02, 0.00], [0.00, 0.00, 0.00], [0.00, 0.01, 0.00], [-0.01, 0.05, 0.03], [0.01, 0.01, 0.00], [0.00, 0.00, 0.00], [0.00, 0.00, 0.00], [0.01, 0.01, -0.01], [0.01, 0.00, 0.00], [0.01, 0.00, 0.01], [0.00, 0.00, 0.00], [0.02, -0.01, -0.02]], "relative_energy_kcal_mol": 38.38, "molar_mass_g_mol": 479.190, "gap_ev": 7.4, "homo_energy_ha": -0.4175, "energy_ha": -3599.6435, "charge": 1}

---

{"formula": "C21H19N2O2S4Ti", "method": "ωB97M-V/def2-TZVPD", "species": ["Ti", "S", "S", "S", "S", "O", "O", "N", "N", "C", "C", "C", "C", "C", "C", "C", "C", "C", "C", "C", "C", "C", "C", "C", "C", "C", "C", "C", "C", "C", "H", "H", "H", "H", "H", "H", "H", "H", "H", "H", "H", "H", "H", "H", "H", "H", "H", "H", "H"], "coordinates": [[-0.493, -0.540, 0.143], [-0.755, -2.559, -0.924], [1.849, -1.162, 0.948], [-2.258, 0.251, -1.095], [0.818, 0.586, -1.537], [-0.861, -1.289, 1.870], [-0.398, -0.724, 3.979], [-3.500, -0.912, 2.292], [-0.071, 1.309, 1.482], [-2.996, -0.535, -3.609], [-0.881, 2.413, 1.498], [1.991, 0.180, 2.162], [-1.635, -2.956, -3.487], [-1.590, -2.087, -2.401], [4.328, -0.968, -0.185], [3.443, 0.613, -2.286], [4.779, 0.272, -2.180], [-2.275, -0.865, -2.466], [2.513, 0.170, -1.339], [-3.045, -1.413, -4.679], [-2.360, -2.624, -4.618], [1.752, 2.657, 2.223], [5.232, -0.524, -1.133], [1.188, 1.426, 1.905], [-0.339, 3.691, 1.755], [-1.190, -1.048, 3.120], [-2.657, -1.301, 3.415], [-2.259, 2.245, 1.340], [2.987, -0.613, -0.287], [0.985, 3.808, 2.100], [4.651, -1.597, 0.636], [-4.477, -1.004, 2.539], [-2.394, -3.310, -5.455], [-2.717, 1.265, 1.332], [1.638, -0.247, 3.103], [-1.100, -3.896, -3.432], [1.417, 4.780, 2.302], [3.097, 1.222, -3.111], [-0.989, 4.553, 1.703], [-2.922, -0.718, 4.296], [-3.615, -1.153, -5.561], [-3.518, 0.413, -3.651], [5.477, 0.624, -2.929], [6.275, -0.799, -1.062], [-3.330, -1.508, 1.489], [-2.897, 3.116, 1.324], [3.050, 0.419, 2.239], [-2.730, -2.363, 3.688], [2.783, 2.702, 2.545]], "forces_ev_per_angstrom": [[0.39, 0.00, 0.47], [-0.13, -0.25, -0.09], [0.11, -0.06, -0.03], [-0.46, -0.04, -0.18], [-0.11, 0.00, 0.02], [-0.23, 0.11, -0.26], [-0.09, 0.01, -0.09], [-0.05, 0.02, 0.00], [0.14, 0.05, 0.01], [-0.01, -0.04, -0.13], [-0.01, -0.05, -0.02], [0.06, 0.00, -0.02], [-0.02, -0.01, -0.10], [0.03, 0.16, 0.14], [-0.01, 0.00, 0.02], [-0.03, 0.00, 0.00], [0.03, 0.00, 0.00], [0.21, 0.01, 0.14], [0.01, -0.03, -0.02], [0.04, -0.02, 0.06], [-0.01, 0.05, 0.02], [0.04, -0.05, -0.03], [0.00, 0.01, -0.01], [-0.06, 0.07, 0.01], [0.05, 0.02, 0.01], [0.14, -0.11, 0.09], [0.02, 0.02, 0.02], [0.02, 0.03, 0.01], [-0.01, 0.06, -0.05], [-0.04, 0.06, -0.01], [0.00, 0.00, 0.00], [0.00, -0.01, -0.02], [0.00, 0.00, 0.00], [-0.01, -0.02, 0.01], [-0.04, -0.02, -0.01], [0.00, 0.00, 0.00], [0.00, 0.00, 0.00], [0.00, 0.00, 0.00], [0.00, 0.00, 0.00], [0.01, 0.01, -0.01], [0.00, 0.00, 0.00], [0.01, 0.00, 0.00], [0.00, 0.00, 0.00], [0.00, 0.00, 0.00], [0.03, 0.01, 0.00], [-0.01, -0.01, -0.02], [-0.01, -0.01, 0.06], [0.00, 0.01, 0.01], [0.00, 0.01, 0.00]], "molar_mass_g_mol": 507.530, "gap_ev": [7.0, 6.2], "multiplicity": 2, "homo_energy_ha": [-0.2841, -0.2840], "s_squared": 0.79, "energy_ha": -3513.9716}